A structure of composition C30H59BiBrN9O5Si2. Source: the OMol25 dataset; level of theory: ωB97M-V/def2-TZVPD.

Summary:
E_HOMO: -7.36 eV
Frontier orbital gap: 7.41 eV
ΔE to the lowest compared entry with this formula, charge and spin: 24.58 kJ/mol
Lowest unoccupied orbital energy: 0.050 eV
E: -147354.9780 eV

The geometry in XYZ format:
```
107
Properties=species:S:1:pos:R:3:forces:R:3:lowdin_charge:R:1
Bi 0.4480 -0.2171 -0.2770 0.032 -0.007 0.046 1.7401
Br 0.0635 -5.0814 3.2264 0.019 -0.043 0.025 0.7973
Si 1.6350 -1.0859 -2.7235 -0.089 0.066 0.119 0.6220
Si -0.3604 3.7085 2.3024 0.047 -0.009 0.036 0.2367
O -0.3008 2.2870 1.5441 0.017 0.085 -0.051 -0.4786
O -1.0129 -3.2353 1.1456 -0.057 0.036 -0.107 -0.1196
O -2.8994 -2.1025 1.4607 -0.093 0.023 0.063 -0.0618
O -1.7512 2.7388 -3.0856 0.024 0.027 -0.023 0.0501
O -0.0953 2.5474 -1.7286 0.097 0.010 -0.026 -0.0039
N -2.7154 0.8631 1.1326 -0.010 -0.024 -0.055 0.1408
N 1.8599 1.7037 0.0480 -0.026 -0.034 0.044 -0.1419
N 1.5161 -2.2175 0.9536 -0.008 0.077 0.011 -0.0886
N 1.4218 0.2804 2.2819 -0.020 0.039 -0.002 -0.1465
N -1.3243 0.7892 -2.0006 0.021 -0.012 -0.071 0.0253
N -1.8145 -1.6649 -1.0908 0.026 0.022 -0.019 -0.0110
N -3.4798 0.8194 -3.0503 -0.028 -0.022 -0.004 0.2205
N -2.6767 -1.0394 -2.0029 -0.002 -0.009 -0.025 0.0198
N -1.0729 2.0918 -2.2987 -0.070 -0.013 0.070 -0.4142
C 1.5246 -0.9486 3.0389 -0.002 -0.011 0.017 -0.2045
C 2.9643 0.0996 -3.4416 0.009 -0.047 -0.031 -0.6521
C -5.9019 0.8713 -0.6898 0.001 -0.002 -0.003 -0.1254
C -3.7403 2.5490 -0.2491 0.011 0.001 -0.009 -0.0533
C -4.8024 2.9676 -1.0307 0.003 0.010 0.010 -0.1073
C 3.0345 1.4973 0.9107 0.045 0.005 -0.031 -0.2330
C 1.0053 4.8499 1.6630 -0.032 0.007 0.021 -0.1737
C -1.9912 4.6195 2.0813 0.012 0.006 0.016 -0.1790
C -2.0754 -1.5982 5.4840 0.006 -0.003 0.008 -0.0692
C -1.2250 -2.4773 6.1374 -0.003 0.006 0.008 -0.0802
C 2.5610 1.1871 2.3234 0.020 -0.004 0.015 -0.1983
C -0.0843 3.4927 4.1603 -0.020 0.019 -0.010 -0.1752
C -1.8910 -2.7198 1.8767 0.044 -0.018 -0.006 -0.6211
C -4.8496 0.4374 0.1004 -0.011 -0.010 -0.007 -0.0549
C -0.6133 -3.4983 5.4294 0.009 -0.020 -0.010 -0.1425
C -3.7446 1.2756 0.3466 -0.051 -0.041 0.012 -0.3322
C 2.2816 1.4163 -3.8317 0.000 0.013 -0.005 -0.1002
C 2.5145 -3.5826 -3.8705 0.019 -0.022 0.004 -0.0961
C -0.8322 -3.6288 4.0641 -0.027 0.030 -0.015 -0.6027
C -5.8949 2.1385 -1.2681 0.001 -0.003 0.001 -0.1378
C 1.0486 -3.7072 -1.9092 0.000 -0.004 0.016 -0.1157
C 4.0923 0.4052 -2.4555 0.005 0.012 0.008 -0.0952
C 3.4789 -2.9954 -1.6573 0.019 0.001 0.006 -0.1053
C 0.2193 -1.1368 -3.9695 0.044 0.000 -0.039 -0.2021
C 2.2503 -1.9935 2.2067 0.021 0.016 0.011 -0.2264
C 3.5917 -0.4936 -4.7113 0.010 0.010 -0.017 -0.0953
C -2.2987 -1.7486 4.1270 0.000 -0.017 0.014 -0.0235
C -2.4956 0.2471 -2.3540 -0.040 0.001 0.017 -0.4145
C -1.6758 -2.7521 3.3830 0.002 0.064 0.000 -0.1684
C 2.2126 -2.9058 -2.5224 -0.027 -0.008 -0.035 -0.6445
H -6.7310 2.4796 -1.8637 -0.003 0.001 -0.005 0.0919
H 1.5349 1.2746 -4.6149 0.011 -0.009 -0.008 0.0783
H 0.9654 3.2908 4.3934 -0.001 -0.027 -0.001 0.0118
H -2.7369 -0.0783 1.4973 -0.031 0.008 -0.023 0.0485
H 1.3864 -4.7139 -1.6415 0.004 -0.011 -0.013 0.0952
H 2.2762 2.1153 2.8242 -0.007 0.005 -0.007 0.0976
H 4.2056 0.2704 -5.2003 0.000 0.010 0.001 0.0879
H 4.7943 1.1170 -2.9030 0.007 -0.004 -0.006 0.0918
H -0.6744 2.6522 4.5358 -0.018 0.001 0.003 0.0221
H -1.5951 -2.5955 -1.4299 -0.003 0.001 0.001 0.0827
H -1.0397 -2.3778 7.1990 0.001 -0.001 0.002 0.1052
H 4.2460 -1.3365 -4.4875 0.001 0.021 0.003 0.0646
H 3.7157 0.8510 -1.5370 0.004 0.014 -0.005 0.0344
H 2.7169 -4.6459 -3.7011 0.005 -0.004 0.007 0.0902
H -1.8898 1.4509 1.2835 0.061 0.010 0.049 0.0280
H 0.5683 0.8265 2.4247 0.000 -0.026 0.019 0.0627
H 3.6127 -4.0101 -1.2662 0.002 -0.008 -0.008 0.0907
H 2.0355 -2.8484 0.3571 -0.003 0.007 0.027 0.0402
H -0.1819 -0.1471 -4.1811 -0.008 0.006 0.009 0.0174
H 3.2586 -1.6418 1.9672 -0.001 0.008 -0.002 0.1103
H 3.0299 2.1152 -4.2197 0.005 0.004 0.009 0.0909
H 0.9713 5.8330 2.1397 -0.002 0.003 0.006 0.0267
H 1.7825 1.8989 -2.9912 -0.023 0.015 0.043 0.0448
H -4.4204 0.5078 -2.8512 -0.007 0.014 0.001 0.1035
H -4.7745 3.9615 -1.4619 -0.004 0.004 -0.005 0.1066
H -3.6226 -1.3908 -2.0613 0.001 0.019 0.001 0.1570
H -2.9664 -1.0781 3.6038 -0.001 -0.001 -0.010 0.1111
H 0.9050 5.0013 0.5843 0.002 -0.002 -0.003 0.0250
H 3.6230 0.6587 0.5275 0.001 -0.006 -0.009 0.0923
H 0.2455 -3.8251 -2.6406 -0.005 0.001 -0.003 0.0784
H 0.0377 -4.2013 5.9301 0.000 -0.001 0.003 0.0923
H 0.6029 -3.2698 -1.0160 -0.008 0.001 -0.023 0.0218
H -2.8957 3.2041 -0.0713 -0.018 -0.023 -0.009 0.0901
H -2.0502 5.4759 2.7582 0.008 0.008 -0.003 0.0262
H -2.5634 -0.8001 6.0275 0.000 0.002 0.001 0.1059
H -2.8428 3.9681 2.2930 -0.008 0.002 0.009 0.0247
H -2.1046 4.9993 1.0625 0.002 -0.007 0.008 0.0214
H -2.2931 -1.7754 -0.1782 0.033 -0.070 -0.004 0.0374
H 4.3644 -2.7613 -2.2509 0.005 0.012 -0.002 0.0746
H 3.3838 0.7462 2.8923 -0.004 -0.003 0.003 0.1230
H 2.0401 -0.8158 3.9981 0.005 0.000 -0.003 0.1251
H 0.5814 -1.5557 -4.9124 -0.009 0.009 -0.009 0.0337
H 3.4832 -2.2999 -0.8136 0.000 -0.007 0.003 0.0514
H 1.9994 4.4329 1.8539 0.012 -0.001 -0.007 0.0098
H 2.8437 -0.8223 -5.4360 -0.002 -0.011 0.001 0.0796
H -3.3656 1.8046 -3.2393 0.008 -0.022 0.008 0.0856
H 1.6683 -3.5230 -4.5565 -0.008 -0.001 -0.001 0.0742
H 0.5176 -1.3061 3.2658 0.013 0.009 -0.005 0.1066
H -6.7521 0.2152 -0.8396 -0.004 -0.001 -0.001 0.0995
H 4.6588 -0.4871 -2.1855 -0.002 -0.010 0.009 0.0688
H -0.3763 4.3809 4.7262 0.016 0.011 -0.004 0.0227
H -0.6060 -1.7615 -3.6263 -0.001 -0.006 0.006 0.0156
H 2.0826 2.2138 -0.7972 -0.027 0.002 -0.026 0.0647
H 3.6780 2.3815 0.9116 -0.004 0.001 0.002 0.1209
H 3.3864 -3.1624 -4.3682 -0.031 -0.017 0.007 0.0581
H 1.0891 2.2018 0.5744 0.018 -0.008 -0.045 0.0074
H 2.3452 -2.9244 2.7737 -0.009 0.009 -0.004 0.0984
H 0.6155 -2.6833 1.1630 0.070 -0.132 0.014 0.0132
H -4.8731 -0.5424 0.5657 0.005 0.000 -0.002 0.1028
```
Positions in Å, forces in eV/Å.